<one>
C3H3FO2 | ωB97M-V with the def2-TZVPD basis set

For the LUMO energy, the calculation gives 0.8 eV. As for the total charge: 0. Its HOMO-LUMO gap is 0.426 Eh. As for the spin multiplicity: 1. As for the molecular weight: 90.05 g mol⁻¹.

CARTESIAN COORDINATES (ANGSTROEM)
O -1.8117 -0.7015 0.0221
C -0.8164 -0.0787 0.0938
O -0.5324 1.1822 -0.3375
C 0.8690 1.1310 0.1068
C 0.6555 -0.2981 0.4836
F 1.2477 -1.1920 -0.3518
H 1.0066 1.8514 0.9042
H 1.5101 1.1925 -0.7884
H 0.7588 -0.6863 1.4684

=====

<two>
C3H3FO2 | ωB97M-V with the def2-TZVPD basis set

For the LUMO energy (alpha / beta), the calculation gives -2.1 / -2.1 eV. As for the total charge: 0. Its HOMO-LUMO gap (alpha / beta) is 0.321 / 0.321 Eh. As for the spin multiplicity: 1. As for the molecular weight: 90.05 g mol⁻¹.

CARTESIAN COORDINATES (ANGSTROEM)
C -0.4578 -0.3250 -0.2290
C 0.7350 -0.2232 0.2170
C 1.2395 -1.4529 1.1658
O 0.6991 -1.5587 2.2540
O 2.0977 -2.0879 0.5334
F 2.7586 -3.4761 0.7355
H -0.9883 0.5501 -0.5537
H -0.8106 -1.3123 -0.2292
H 1.2877 0.6659 0.3029

=====

Q: Which of them is the most stable? A: <one>.

=====

<one>
C3H4OS3 | ωB97M-V with the def2-TZVPD basis set

For the LUMO energy, the calculation gives -0.6 eV. As for the total charge: 0. Its HOMO-LUMO gap is 0.316 Eh. As for the spin multiplicity: 1. As for the molecular weight: 152.27 g mol⁻¹.

CARTESIAN COORDINATES (ANGSTROEM)
O -1.9179 0.8328 1.1521
C -1.1509 0.9520 0.1680
S -1.5305 2.3418 -0.9182
C -0.0585 0.1557 -0.1960
S 0.0018 -1.4335 0.8650
C 1.5271 -2.0357 0.2009
S 2.5331 -1.6575 -1.0377
H -2.1324 3.1499 0.2164
H 0.9815 0.5610 -0.2545
H -0.1479 -0.0846 -1.2486
H 1.8945 -2.7819 1.0526

=====

<two>
C3H4OS3 | ωB97M-V with the def2-TZVPD basis set

For the LUMO energy, the calculation gives -1.2 eV. As for the total charge: 0. Its HOMO-LUMO gap is 0.282 Eh. As for the spin multiplicity: 1. As for the molecular weight: 152.27 g mol⁻¹.

CARTESIAN COORDINATES (ANGSTROEM)
C -1.8796 0.7280 0.1749
O -0.4560 0.7609 0.2715
C 0.2351 -0.1943 -0.1523
S -0.2485 -1.7260 -0.6387
C 1.7293 0.1107 -0.1418
S 2.2723 1.5669 -0.5419
S 2.9118 -1.1854 0.2144
H -2.2199 -0.2245 0.6276
H -2.1506 0.7016 -0.8475
H -2.2385 1.6339 0.6467
H 2.0447 -2.1720 0.3871

=====

Q: Which of them is the most stable? A: <two>.

=====

<one>
C2H3F2I | ωB97M-V with the def2-TZVPD basis set

For the LUMO energy, the calculation gives 0.6 eV. As for the total charge: 0. Its HOMO-LUMO gap is 0.386 Eh. As for the spin multiplicity: 1. As for the molecular weight: 191.95 g mol⁻¹.

CARTESIAN COORDINATES (ANGSTROEM)
C 0.5862 0.7202 -0.5279
C -0.7073 0.9382 -0.3766
F -1.1410 1.6660 0.6561
F -1.7162 0.4713 -1.0686
H 1.2278 1.3215 0.0378
H 0.9414 0.1532 -1.3353
I -0.2844 -2.9845 1.1654
H 1.0936 -2.2859 1.4492

=====

<two>
C2H3F2I | ωB97M-V with the def2-TZVPD basis set

For the LUMO energy (alpha / beta), the calculation gives -0.1 / -3.1 eV. As for the total charge: 0. Its HOMO-LUMO gap (alpha / beta) is 0.364 / 0.193 Eh. As for the spin multiplicity: 1. As for the molecular weight: 191.95 g mol⁻¹.

CARTESIAN COORDINATES (ANGSTROEM)
C 0.6408 0.4338 0.1898
C -0.4273 -0.4803 -0.2910
F 0.6931 1.5743 -0.5472
F -0.3770 -1.7597 -0.1549
I -4.0305 -0.0700 -0.0025
H 1.6239 0.1185 -0.0727
H 0.8069 0.5774 1.2936
H -1.3078 -0.1906 -0.9221

=====

Q: Which of them is the most stable? A: <one>.